Entry 1:
C30H12F7LiN4Sb as an isolated structure at a distorted geometry. Source: the Open Molecules 2025 dataset; level of theory: ωB97M-V/def2-TZVPD.

Cartesian coordinates (Å):
C: 2.961 1.102 5.544
C: -3.476 0.783 -4.956
H: 6.007 0.360 4.245
C: 1.134 2.312 -3.248
C: -4.654 0.114 -5.272
F: -2.694 -0.936 -3.499
C: -2.484 0.247 -4.072
C: -1.400 0.867 1.945
C: -2.014 2.734 -5.227
C: -0.500 -0.875 3.339
C: -3.184 2.079 -5.493
C: 1.909 -4.521 0.711
F: 5.076 1.029 6.557
H: 3.257 -4.603 2.367
C: 1.129 -3.742 -0.131
C: -1.731 -1.035 3.947
H: 4.622 0.088 2.204
H: -1.263 1.607 1.163
F: -1.798 3.919 -5.783
F: 1.929 -5.845 0.532
C: -2.784 -0.230 3.542
H: -1.886 -1.765 4.727
H: 3.195 -2.151 2.721
C: -1.013 2.191 -4.365
C: -5.693 0.692 -6.035
H: 2.522 1.398 6.484
C: 4.940 0.514 4.273
C: -1.335 0.925 -3.788
F: -3.978 -0.371 4.128
C: -2.638 0.719 2.543
C: 4.157 0.358 3.145
N: -5.264 -2.255 -4.531
F: -4.070 2.651 -6.295
H: 0.482 -1.752 -0.572
F: -0.460 0.357 -2.912
N: -6.593 1.121 -6.600
C: 0.535 4.120 -4.650
C: 1.843 -1.796 1.098
Sb: 1.600 0.307 1.438
H: -3.481 1.326 2.253
C: -4.965 -1.191 -4.838
C: 2.620 -2.596 1.921
H: 1.125 1.121 4.456
C: 2.663 -3.966 1.732
C: 1.109 -2.374 0.069
H: 0.550 -4.214 -0.909
C: 2.782 0.547 3.214
N: 1.892 1.822 -2.526
C: 2.191 0.940 4.408
N: 0.851 5.139 -5.065
Li: 1.758 0.411 -1.284
H: 0.333 -1.496 3.643
C: 4.327 0.881 5.462
C: -0.331 0.079 2.345
C: 0.190 2.861 -4.103

Forces on the atoms, in the same order (eV/Å):
0.3018 0.0044 0.1245
-1.5923 -0.8219 -0.4467
0.1051 0.0024 0.0277
1.4851 -0.9525 1.3582
1.5138 0.9533 0.4693
0.1042 0.5650 -0.2553
1.2312 -0.1803 0.7188
0.0891 0.0907 -0.0785
-1.2138 -0.0148 -0.6484
0.0024 -0.0237 0.0221
0.7960 1.1965 -0.2083
-0.0338 0.2876 0.0195
0.0037 0.0064 0.0055
0.0604 -0.1001 0.0531
0.0503 -0.2840 -0.0215
-0.2100 0.0109 0.0774
0.0973 -0.0321 0.0424
-0.0872 0.0253 0.0693
-0.1132 -0.3219 0.1229
0.0039 0.0150 -0.0118
0.1905 0.1170 -0.1991
-0.0329 -0.0646 0.0649
0.0263 -0.0362 0.0768
1.4218 0.7591 0.3479
-0.2222 0.2494 -0.2451
-0.0236 0.0388 0.1072
0.0642 0.0444 0.2388
-0.6061 -1.3312 0.4352
0.0338 -0.0266 0.0030
-0.2125 -0.1055 0.1481
-0.0925 -0.0164 -0.1082
-0.0856 -0.2885 0.0938
0.4222 -0.1608 0.2797
-0.1101 -0.1205 0.0148
-0.6907 0.2260 -0.5661
-0.3013 0.0815 -0.2199
-0.0596 0.1032 -0.0881
0.0872 0.4731 0.1671
-0.3541 -0.3331 0.7097
-0.1055 0.0390 0.0051
0.0906 -0.4882 0.2709
0.0506 0.0013 -0.0063
-0.0066 -0.0238 0.0578
-0.0921 -0.2349 -0.1370
0.0804 0.1186 0.0000
-0.0260 -0.0560 -0.0685
-0.3127 0.0851 -0.6669
-0.4787 0.5213 -0.6609
-0.1237 -0.0516 -0.1274
0.2148 0.4361 -0.1444
0.2410 -0.0924 0.1786
-0.0264 -0.0435 0.0472
-0.1966 -0.0523 -0.2382
0.6960 0.1706 -0.3169
-2.0542 -0.3645 -0.8937

Properties
E_tot   -63019.51630 eV
Total charge   +1
Relative energy (zero: lowest compared OMol25 entry of this formula, charge and spin)   17.97 kcal per mole
Highest occupied orbital energy   -0.4289 hartree


Entry 2:
C30H15F5IN6O2ReSTe as an isolated structure at a distorted geometry. Source: the Open Molecules 2025 dataset; level of theory: ωB97M-V/def2-TZVPD.

Cartesian coordinates (Å):
N: 2.939 3.707 -1.183
C: 2.936 0.151 -1.567
C: -3.102 0.046 -2.745
C: 0.856 1.181 -0.801
C: -1.173 -1.641 2.203
C: -0.922 -2.758 4.255
F: 2.537 -3.464 -1.703
C: -1.962 -1.655 -1.411
C: -1.097 -3.725 -2.600
C: 2.157 1.274 -1.208
N: -1.285 -1.317 0.847
N: 7.909 -3.273 -2.191
H: -0.212 -3.677 -1.950
Te: -0.426 3.977 3.201
C: -1.523 -2.124 -0.124
C: -1.564 -0.454 2.836
H: -1.791 -4.483 -2.193
C: 2.394 -1.157 -1.530
H: -0.488 -3.683 2.354
N: 4.511 -5.714 -1.654
C: 5.360 -3.341 -2.061
C: -1.240 8.216 4.499
H: -1.925 0.458 4.751
C: -0.836 -2.802 2.869
N: -0.271 1.175 -0.495
F: 4.866 1.439 -2.062
C: -1.808 -2.398 -2.589
H: -1.002 9.188 4.887
F: 6.335 -0.733 -2.520
H: -3.907 1.575 -3.954
C: 6.762 -3.277 -2.166
C: -1.329 -1.604 4.906
C: 4.300 0.239 -1.946
F: -0.017 1.599 2.205
F: 1.088 -1.304 -1.231
H: -1.388 -1.612 5.984
C: -1.642 -0.432 4.209
C: -1.170 5.881 3.702
N: -2.912 -0.688 -3.804
S: -0.027 7.017 4.371
C: 3.146 -2.275 -1.759
C: -2.639 -0.394 -1.456
C: 4.545 -2.202 -2.019
C: 5.062 -0.881 -2.168
C: -2.453 7.772 4.054
H: -0.661 -3.634 4.829
H: -2.215 -2.394 -4.700
C: -2.416 6.442 3.606
H: -1.465 -3.194 0.056
O: -2.822 0.360 -0.429
H: -3.063 2.160 -2.499
Re: -1.580 0.769 1.031
C: 2.633 2.605 -1.208
C: 4.865 -4.641 -1.859
H: -4.664 1.444 -2.346
C: -3.725 1.390 -2.898
H: -3.344 8.375 4.043
H: -0.215 -4.851 -3.929
H: -3.277 5.923 3.220
C: -2.321 -1.868 -3.764
O: -0.731 -4.038 -3.915
I: -2.594 3.325 1.718

Forces on the atoms, in the same order (eV/Å):
0.1630 0.6113 0.0229
0.4147 -0.8254 -0.1922
0.3578 0.0742 1.0683
0.9451 -0.0083 -0.1734
-0.2424 0.4048 1.1595
0.0271 -0.0278 -0.0781
0.1090 0.3316 0.0430
-0.3327 0.8115 -0.0518
-0.1158 -0.1508 0.4353
-0.5953 0.0136 0.1122
0.0771 0.4824 -0.8056
0.4958 -0.0453 -0.0734
-0.0937 -0.0253 -0.0050
0.1604 0.2065 0.2073
-0.0892 0.0482 -0.2071
0.1179 -0.5432 -1.4125
0.2038 0.0478 -0.0014
0.2367 0.0173 -0.0430
-0.0026 -0.1707 -0.0480
-0.1469 -0.4362 0.0131
-0.1115 0.2544 -0.0551
-0.2707 -0.1803 -0.0926
-0.0317 0.0768 0.0720
0.0586 0.1937 -0.3361
-1.4610 -0.4707 0.7027
-0.0772 -0.3153 0.0012
-0.0761 -0.1083 -0.2925
0.0671 0.1251 0.1032
-0.3493 0.1223 0.1450
-0.0227 0.0093 0.0557
0.1215 0.0819 -0.0185
-0.0781 0.1952 -0.0273
-0.0881 -0.0056 0.0601
-1.3008 -0.6283 -1.0369
0.3464 -0.0523 -0.0976
-0.0421 0.0697 0.0668
0.0625 0.3207 0.3072
0.1592 0.2621 0.1327
-0.5644 0.5555 -0.8263
-0.5882 -0.2687 -0.3824
-0.1367 -0.0081 0.0329
0.3898 -1.7147 -2.1702
-0.3401 0.4226 -0.0014
0.0597 -0.0604 -0.0193
0.3692 0.5233 0.2508
0.0024 -0.0272 0.0436
0.0397 -0.0756 -0.0229
0.4522 -0.6531 -0.0998
0.1129 -0.0235 0.1117
0.1448 1.2011 1.6091
-0.0190 0.0608 0.0001
0.9185 0.8634 1.4785
0.0919 0.1204 0.0245
-0.1234 -0.1964 0.0600
-0.0408 0.0618 -0.0086
-0.1119 0.0680 0.0731
-0.0925 0.1406 0.0268
-0.0839 0.0333 0.0450
-0.1419 -0.0636 -0.0322
0.5597 -0.5841 0.6842
0.1006 -0.0234 -0.2966
0.4060 -1.1188 -0.2408

Properties
E_tot   -86322.12473 eV
Total charge   +1
Spin multiplicity   2
Highest occupied orbital energy (spin up / spin down)   -0.3829 / -0.3985 hartree


Entry 3:
C30H18BCl2CoN6O4Se as an isolated structure at a distorted geometry. Source: the Open Molecules 2025 dataset; level of theory: ωB97M-V/def2-TZVPD.

Cartesian coordinates (Å):
H: 2.738 -4.890 3.924
N: 1.114 -0.687 -1.016
H: -2.984 -3.152 -4.115
C: -3.331 1.998 2.317
C: 2.396 0.265 0.685
C: 0.209 -2.555 2.120
Cl: 6.262 0.637 1.549
H: 0.578 -4.446 5.015
C: 4.789 0.242 0.717
H: -4.383 2.233 2.238
N: -1.379 1.086 1.310
C: -2.654 -1.571 -1.160
C: -0.817 5.125 -3.578
H: 3.274 -3.919 1.698
N: -0.708 -1.759 1.606
C: 3.609 -0.693 -1.162
C: 1.470 -2.871 1.497
O: 0.144 2.573 -1.105
Se: -2.069 -1.741 2.759
C: 0.809 1.107 2.312
O: 1.531 1.404 3.262
C: -2.599 2.310 3.456
H: -0.517 -2.595 -4.132
C: 0.857 -1.368 -2.135
C: -1.315 2.549 -2.821
C: -1.172 -2.325 -3.315
C: -1.246 2.018 3.491
C: -0.120 -3.150 3.404
H: -3.203 -1.253 -0.282
C: 4.803 -0.375 -0.519
C: -2.523 -2.623 -3.290
Co: -0.325 -0.113 0.083
H: -2.268 4.784 -5.114
O: -1.391 1.297 -2.241
C: 2.005 -4.252 3.446
Cl: 6.293 -0.779 -1.317
C: 0.832 -4.015 4.057
C: 2.410 -0.382 -0.547
H: 1.708 -2.458 0.529
H: -0.633 6.145 -3.892
C: -2.012 3.035 -3.899
H: -3.080 2.785 4.301
C: -0.672 1.411 2.390
H: -2.729 2.422 -4.430
N: 1.092 0.538 1.145
C: -0.391 3.313 -2.135
C: -0.115 4.612 -2.485
C: -0.625 -1.656 -2.238
H: -3.204 1.116 0.352
H: 0.611 5.200 -1.939
C: -3.278 -2.250 -2.187
H: -4.333 -2.479 -2.120
H: 3.566 1.043 2.297
C: -2.684 1.380 1.265
N: -1.352 -1.277 -1.189
N: -1.298 -2.844 3.896
B: -0.473 1.326 -1.175
H: 3.620 -1.178 -2.125
O: 1.615 -1.775 -3.011
C: -1.745 4.354 -4.270
C: 3.581 0.567 1.330
H: -0.608 2.239 4.335
C: 2.321 -3.681 2.152

Forces on the atoms, in the same order (eV/Å):
0.0101 0.0107 -0.0418
0.2367 -0.2826 0.0986
0.0032 0.0201 -0.0002
-0.0002 0.0188 -0.0612
-0.4879 0.2324 0.5258
0.3421 -0.2423 -0.1157
-0.0880 -0.0430 -0.0768
-0.0191 0.0285 -0.0012
-0.0052 0.1240 0.2482
0.0054 -0.0126 0.0168
-0.8706 -0.7438 -0.3724
0.0646 -0.0134 -0.0411
0.0240 -0.0371 0.0473
-0.0004 -0.0206 0.0409
0.3026 -0.0984 0.2039
0.1194 -0.0478 -0.0634
-0.3584 0.1675 0.0733
-0.0183 -0.1046 -0.0721
-0.3027 0.1382 -0.0042
-0.1335 0.1997 0.5625
0.0168 -0.0378 -0.2078
0.0520 0.0275 0.0843
-0.0134 -0.0234 0.0119
-0.1803 -0.1571 -0.5462
-0.1085 -0.2493 -0.0070
-0.0237 -0.0753 -0.0371
-0.0311 0.0657 0.0554
0.2442 -0.1601 -0.0177
0.0011 0.0161 -0.0041
0.0194 -0.1172 -0.2488
0.0184 -0.0276 -0.0488
0.7740 0.1398 -0.4420
0.0067 -0.0068 0.0107
0.1603 0.1924 0.0454
0.2490 0.0376 -0.2969
-0.0983 0.0377 0.0949
-0.3293 0.1841 -0.0471
-0.3726 -0.1133 -0.5721
-0.0253 -0.0043 0.0161
-0.0001 -0.0168 0.0010
-0.0317 0.1034 -0.0855
0.0125 -0.0131 -0.0197
0.3315 0.0933 -0.0171
0.0170 0.0163 0.0086
0.3549 0.2139 -0.1324
0.1685 -0.0004 0.1947
-0.0282 0.1211 -0.1031
0.3262 -0.0935 0.0751
0.0088 -0.0095 0.0030
-0.0143 -0.0186 -0.0154
0.0066 -0.0183 0.0225
0.0133 0.0123 -0.0101
0.0230 0.0140 -0.0005
0.0604 0.0518 0.0079
-0.7549 0.6519 0.3379
-0.0354 -0.0217 0.0799
0.0650 0.0613 0.2736
0.0061 -0.0108 0.0066
0.0260 0.0419 0.1933
0.0044 -0.0543 0.0301
0.1520 0.0618 0.0520
-0.0253 0.0187 -0.0101
0.1302 -0.2270 0.2975

Properties
E_tot   -177231.41450 eV
Total charge   0
Highest occupied orbital energy   -0.2712 hartree


Entry 4:
C30H18Cl4N7O2ReS2 as an isolated structure. Source: the Open Molecules 2025 dataset; level of theory: ωB97M-V/def2-TZVPD.

Cartesian coordinates (Å):
C: 1.305 -3.658 2.529
C: -5.053 2.344 1.044
C: -1.472 -1.886 -2.978
H: 2.244 -3.097 -3.816
C: -1.683 -0.661 -2.390
H: -1.194 -2.078 -3.999
H: 2.887 -4.726 3.528
N: 1.705 -0.913 -1.435
C: 1.838 -4.861 3.260
H: -1.595 0.350 -2.751
C: 5.841 -0.158 -0.175
C: 1.968 -1.192 -2.706
C: 0.418 -1.320 1.196
C: -0.623 2.931 -0.843
C: -3.731 1.628 0.994
C: -2.712 1.934 1.886
C: 2.047 -2.573 -2.899
N: -2.002 -0.902 -1.100
H: -0.652 1.629 2.436
O: 1.157 2.657 0.645
H: -5.104 3.104 0.261
N: 0.099 -0.115 0.572
C: 0.081 3.372 0.299
Cl: -3.705 5.492 -0.938
C: -1.785 3.600 -1.212
C: -2.251 4.683 -0.462
N: -1.990 -2.215 -0.801
C: 5.358 0.985 -2.728
C: -3.483 0.669 0.014
H: 1.279 -5.036 4.179
C: 1.740 -3.357 1.249
C: -1.209 0.404 0.784
H: 1.692 -4.134 -1.341
Cl: -2.139 6.433 1.607
C: -0.381 4.445 1.039
N: 6.847 -0.660 0.072
C: 1.789 -3.114 -1.665
S: 3.384 0.504 0.781
N: 1.603 -2.097 -0.797
Cl: 0.484 4.891 2.464
C: -0.052 -1.657 2.467
H: -4.252 0.400 -0.700
C: 0.378 -2.800 3.113
H: -5.885 1.654 0.893
H: 0.003 -3.017 4.106
C: 1.278 -2.232 0.579
H: 2.088 -0.387 -3.410
H: 1.769 -5.762 2.649
C: -2.246 0.060 -0.079
H: 2.463 -4.001 0.762
S: 2.847 1.804 -2.089
C: -1.463 1.337 1.779
H: -1.615 -3.890 -1.973
O: -0.135 1.888 -1.470
C: -1.680 -2.813 -1.940
N: 6.135 0.976 -3.576
Re: 1.450 1.001 -0.385
H: -0.755 -0.994 2.952
C: 4.583 0.450 -0.488
C: -1.557 5.105 0.664
Cl: -2.644 3.039 -2.605
H: -2.880 2.681 2.653
C: 4.359 1.010 -1.704
H: -5.192 2.847 2.001

Forces on the atoms, in the same order (eV/Å):
-0.0071 -0.0002 0.0034
-0.0034 0.0048 -0.0130
-0.0306 -0.0015 -0.0168
-0.0104 0.0004 -0.0010
-0.0041 0.0013 -0.0044
-0.0001 0.0026 0.0022
-0.0004 0.0056 -0.0010
0.0060 0.0348 -0.0350
-0.0001 -0.0139 0.0027
-0.0027 0.0046 0.0040
0.0614 0.0156 -0.1045
0.0224 0.0135 0.0225
0.0316 -0.0355 -0.0146
-0.0072 0.0151 0.0299
-0.0085 -0.0078 -0.0073
0.0083 -0.0054 0.0143
-0.0402 0.0059 -0.0285
0.0302 -0.0397 0.0009
-0.0032 -0.0034 0.0005
-0.0214 0.0807 0.0353
0.0003 -0.0049 0.0030
-0.0489 0.0338 0.0229
0.0105 -0.0012 -0.0165
0.0055 0.0045 -0.0027
0.0171 0.0091 -0.0056
-0.0149 -0.0057 0.0197
-0.0708 -0.0147 -0.0132
0.0155 0.0180 -0.0173
-0.0042 -0.0033 0.0049
-0.0024 0.0011 -0.0023
0.0119 0.0047 -0.0040
0.0348 0.0118 0.0020
0.0082 -0.0016 0.0053
-0.0045 -0.0023 0.0053
-0.0125 -0.0191 -0.0241
-0.0241 -0.0086 0.0575
0.0489 -0.0094 0.0078
0.0350 0.0096 -0.0001
-0.0285 -0.0061 -0.0071
0.0072 0.0051 0.0172
-0.0087 0.0214 -0.0063
0.0027 -0.0044 0.0014
0.0020 0.0014 0.0092
0.0011 -0.0016 -0.0004
-0.0020 -0.0008 0.0022
-0.0141 -0.0086 0.0068
0.0092 -0.0103 0.0008
0.0037 0.0018 -0.0023
-0.0189 0.0241 -0.0114
-0.0011 0.0004 -0.0023
-0.0003 -0.0315 0.0226
-0.0095 0.0119 0.0138
0.0017 0.0028 0.0011
-0.0149 -0.0242 -0.0316
0.0388 0.0098 0.0197
-0.0040 -0.0073 0.0017
0.0511 -0.0643 -0.0264
-0.0006 0.0052 -0.0008
-0.0425 -0.0123 0.0473
0.0108 0.0055 -0.0132
-0.0052 -0.0115 -0.0047
0.0031 0.0020 -0.0011
-0.0111 -0.0060 0.0292
0.0039 -0.0018 0.0022

Properties
E_tot   -119822.88279 eV
Total charge   -1
Relative energy (zero: lowest compared OMol25 entry of this formula, charge and spin)   0.00 kcal per mole
Spin multiplicity   2
Highest occupied orbital energy (spin up / spin down)   -0.1773 / -0.1849 hartree